Record 1
ORCA calculation (the ωB97M-V functional and the def2-TZVPD basis) on 8 unconnected molecules or ions with the total composition H16O8.

- Kohn-Sham gap (Ha) = 0.3867
- SMILES = O.O.O.O.O.O.O.O
- spin multiplicity = 1
- highest occupied orbital energy (eV) = -10.4

Last column: Löwdin charge in e.
Element x y z (Å)
O (3.33230, 1.44551, 1.43230)  -0.0342
H (2.63177, 1.31385, 2.07117)  0.0437
H (4.13404, 1.46072, 1.95501)  0.0517
O (0.42290, 2.70437, 0.70493)  -0.0377
H (1.14595, 3.33048, 0.66734)  0.0399
H (-0.27359, 3.16962, 1.16827)  0.0407
O (2.38643, 0.44885, -1.02136)  -0.0640
H (2.41184, -0.48619, -1.22454)  0.0303
H (2.87131, 0.52923, -0.19999)  -0.0222
O (-0.32303, -2.55912, 2.45709)  -0.0601
H (-0.02459, -1.80870, 1.94323)  -0.0249
H (0.00037, -2.38815, 3.34163)  0.0250
O (-3.43661, 0.69338, -0.96964)  -0.0532
H (-3.99966, 0.52264, -1.72466)  0.0332
H (-3.08899, -0.16577, -0.73035)  -0.0106
O (-0.65289, -0.26017, -2.91788)  -0.0496
H (-1.02460, -0.99635, -2.43197)  -0.0283
H (-0.47600, 0.40296, -2.25065)  0.0173
O (0.08981, -0.43567, 0.49428)  -0.0390
H (0.02218, 0.33761, 1.05438)  0.0315
H (-0.31156, -0.16883, -0.33272)  0.0107
O (-1.99645, -1.97768, -1.19655)  -0.0349
H (-1.21355, -2.44145, -0.89954)  0.0635
H (-2.62736, -2.67113, -1.38975)  0.0711

Forces on atoms 1 to 6 (eV/Å):
O 0.1 0.1 0.0
H -0.3 0.0 0.1
H 0.3 0.0 0.1
O -0.1 -0.4 0.2
H 0.3 0.1 -0.1
H -0.3 0.2 0.1

=====

Record 2
ORCA calculation (the ωB97M-V functional and the def2-TZVPD basis) on a molecular structure, C43H43AsN2P2RuS2Te in a non-equilibrium geometry.

- Kohn-Sham gap (Ha) = 0.1572
- spin multiplicity = 1
- total charge = +2
- highest occupied orbital energy (eV) = -12.3

Last column: Löwdin charge in e.
Element x y z (Å)
Ru (1.31162, -0.21288, 0.81542)  0.5014
Te (-2.65283, -0.01613, 2.65161)  1.3732
C (-4.31319, -0.73049, 1.57994)  -0.5413
C (-5.16370, -1.64407, 2.18748)  -0.1356
C (-6.25917, -2.11156, 1.47288)  -0.1365
N (-6.54171, -1.75123, 0.22646)  0.0798
C (-5.72420, -0.86858, -0.33951)  -0.1434
C (-4.61338, -0.32561, 0.28528)  -0.1205
C (-1.36265, -0.03547, 0.97507)  -0.9024
P (-0.59099, -1.59558, 0.56300)  0.8454
C (0.33319, -2.02062, 2.05423)  -0.4784
C (0.62863, -1.11802, 3.07779)  -0.2142
C (1.50030, -1.50755, 4.12378)  -0.0638
C (2.03214, -2.76561, 4.15713)  -0.0585
C (1.72968, -3.68822, 3.13184)  -0.0655
C (0.92613, -3.31727, 2.09299)  -0.1091
C (-1.83018, -2.88124, 0.32963)  -0.3723
C (-2.32376, -3.10832, -0.95438)  -0.0997
C (-3.36636, -3.99606, -1.15640)  -0.0588
C (-3.90870, -4.67752, -0.07385)  -0.0499
C (-3.39826, -4.48299, 1.20103)  -0.0590
C (-2.36422, -3.58337, 1.40734)  -0.0974
P (-1.10173, 1.37614, 0.07685)  0.8649
C (-2.27433, 2.71608, 0.15877)  -0.3552
C (-2.94352, 3.12752, -0.99340)  -0.0829
C (-3.80337, 4.21386, -0.94089)  -0.0535
C (-3.98968, 4.89081, 0.25645)  -0.0406
C (-3.31577, 4.48864, 1.40248)  -0.0423
C (-2.45604, 3.40511, 1.36003)  -0.1121
C (-0.74362, 0.90070, -1.62899)  -0.2413
C (0.58802, 1.47192, -1.94838)  -0.3491
C (1.21942, 1.12789, -3.32910)  -0.0545
C (0.50168, 0.04511, -4.07309)  -0.0172
C (-0.70794, -0.37713, -3.69923)  -0.0319
C (-1.36977, 0.07675, -2.46620)  -0.0319
H (-4.98544, -2.00984, 3.19070)  0.1003
H (-6.93481, -2.82680, 1.92951)  0.1157
H (-5.97646, -0.56875, -1.35193)  0.1089
H (-4.00992, 0.40667, -0.23864)  0.0716
H (0.12296, -0.16693, 3.16064)  0.0069
H (1.69720, -0.80709, 4.92491)  0.1202
H (2.66627, -3.06622, 4.98060)  0.1188
H (2.14180, -4.68817, 3.17129)  0.1209
H (0.70442, -4.02172, 1.29883)  0.1174
H (-1.87556, -2.60700, -1.80376)  0.0837
H (-3.74978, -4.16818, -2.15283)  0.1132
H (-4.72412, -5.37118, -0.22880)  0.1180
H (-3.81223, -5.02677, 2.03947)  0.1183
H (-1.98092, -3.42254, 2.40786)  0.1070
H (-2.81760, 2.59255, -1.92725)  0.1018
H (-4.33541, 4.52333, -1.83001)  0.1152
H (-4.66675, 5.73319, 0.29811)  0.1192
H (-3.46382, 5.01717, 2.33402)  0.1207
H (-1.93267, 3.09826, 2.25749)  0.0882
H (2.31352, 1.74295, -0.79931)  0.0857
H (2.30051, 1.00717, -3.30366)  0.1571
H (0.98956, -0.37314, -4.94426)  0.1271
H (-1.20953, -1.13700, -4.28400)  0.1216
H (-2.33379, -0.34292, -2.20435)  0.1148
S (1.40184, 1.86951, 1.85956)  0.5757
C (0.62182, 2.23366, 0.27945)  -1.1276
N (1.36266, 1.38759, -0.69143)  -0.1299
C (0.56469, 2.88706, -2.42942)  -0.0845
C (0.80434, 2.62368, -3.83772)  -0.1119
C (1.53164, 3.66943, -4.55300)  0.0729
C (1.80559, 4.84119, -3.90501)  0.0004
C (1.48096, 5.01748, -2.53956)  0.0617
C (0.89841, 4.01897, -1.74036)  -0.4354
S (0.78172, 4.05289, 0.00029)  1.0149
H (-0.11903, 2.44937, -4.41350)  0.2071
H (1.72802, 3.56732, -5.61288)  0.1408
H (2.28230, 5.65866, -4.42690)  0.1321
H (1.76438, 5.95735, -2.07596)  0.1399
C (4.96644, 1.50475, -0.56687)  -0.1502
C (4.62699, 0.02797, -0.73319)  -0.3982
As (3.59091, -0.78067, 0.70947)  1.1368
C (4.68318, -0.52374, 2.29975)  -0.3855
C (4.47719, 0.75473, 3.09279)  -0.1701
C (3.90645, -2.66770, 0.36683)  -0.4000
C (3.17560, -3.21709, -0.84776)  -0.1624
H (5.45073, 1.89605, -1.46235)  0.0793
H (5.65539, 1.65808, 0.26363)  0.0742
H (4.10148, 2.14145, -0.35161)  0.0456
H (5.55258, -0.55177, -0.77556)  0.0810
H (4.08446, -0.17963, -1.65941)  0.0537
H (5.71690, -0.62438, 1.95605)  0.0838
H (4.46851, -1.39690, 2.92082)  0.0631
H (4.70250, 1.65000, 2.51323)  0.0590
H (5.12669, 0.75358, 3.96796)  0.0837
H (3.44819, 0.84229, 3.44365)  0.0205
H (3.61948, -3.18915, 1.27922)  0.0483
H (4.98879, -2.77581, 0.25629)  0.0827
H (2.11135, -2.96554, -0.83297)  0.0332
H (3.26311, -4.30286, -0.88388)  0.0807
H (3.59460, -2.82992, -1.77833)  0.0666

Forces on atoms 1 to 6 (eV/Å):
Ru -1.7 0.1 0.3
Te 0.1 0.1 0.1
C -0.2 -0.1 -0.1
C 0.0 0.1 0.0
C -0.1 -0.1 0.0
N 0.1 0.0 0.0

=====

Record 3
ORCA calculation (the ωB97M-V functional and the def2-TZVPD basis) on a gas-phase ion, C27H44Cl3FN4O3P (charge +1) in a non-equilibrium geometry.

- Kohn-Sham gap (Ha) = 0.2321
- SMILES = COCCCCCCCCCCNC1=[N+](Cl)[C@@](F)([PH2]=O)[C@@H](/C(Cl)=C(\C)Cl)N1CCCNCc1ccccc1O
- spin multiplicity = 1
- total charge = +1
- highest occupied orbital energy (eV) = -10.4

Last column: Löwdin charge in e.
Element x y z (Å)
C (0.55173, 5.95570, 3.32793)  -0.1147
O (-0.29250, 4.79362, 3.10867)  -0.2086
C (-0.14549, 4.48067, 1.70405)  -0.2518
C (-1.32288, 3.53373, 1.22729)  -0.1737
C (-1.25163, 3.46063, -0.35939)  -0.1746
C (0.00922, 2.56345, -0.77406)  -0.1857
C (-0.37155, 1.41495, -1.80573)  -0.1993
C (0.24970, 1.64745, -3.24470)  -0.1791
C (0.19643, 0.27613, -4.06970)  -0.1860
C (1.66854, -0.15782, -4.45241)  -0.1922
C (1.99411, -1.68641, -4.20167)  -0.1619
C (1.54393, -2.20461, -2.77804)  -0.1333
N (2.73870, -2.70211, -2.05294)  0.1395
C (2.74330, -2.80827, -0.76114)  -0.2893
N (1.74903, -2.51326, 0.19535)  -0.0390
C (0.43306, -3.19462, 0.08664)  -0.1212
C (-0.59470, -2.54690, 1.13241)  -0.1167
C (-1.81844, -1.88663, 0.33985)  -0.2296
N (-2.35308, -0.67866, 0.99434)  -0.0667
C (-3.82805, -0.66204, 1.11120)  -0.1569
C (-4.48287, 0.42803, 0.18254)  -0.1073
C (-4.03236, 0.65018, -1.18168)  -0.0562
C (-4.64960, 1.64522, -2.06852)  -0.0853
C (-5.76233, 2.45704, -1.56230)  -0.0776
C (-6.23458, 2.25669, -0.20153)  -0.0099
C (-5.59673, 1.25754, 0.67310)  -0.2354
O (-6.07139, 1.10264, 1.97686)  0.0007
C (2.42656, -2.67341, 1.53139)  -0.1869
C (2.89729, -1.20860, 1.82847)  -0.5464
Cl (2.70988, 0.13276, 0.62906)  0.6537
C (3.45560, -0.84874, 3.02936)  -0.6439
C (3.67372, -1.81048, 4.22869)  -0.1034
Cl (3.98534, 0.85401, 3.27850)  0.6293
C (3.47097, -3.77854, 1.15821)  -0.5248
F (2.80454, -4.97025, 0.71585)  -0.0887
P (4.64440, -4.47506, 2.45261)  0.7918
O (3.78134, -4.90418, 3.61089)  -0.4221
N (4.00750, -3.25073, -0.13631)  -0.2975
Cl (4.71531, -4.65860, -0.90470)  0.7782
H (-0.01357, 6.91196, 3.12393)  0.0989
H (1.01831, 5.94921, 4.34395)  0.0912
H (1.37646, 5.91273, 2.56756)  0.0797
H (-0.23710, 5.42233, 1.09493)  0.1232
H (0.83811, 3.95145, 1.54237)  0.1264
H (-1.12956, 2.51711, 1.68270)  0.1060
H (-2.32639, 3.87865, 1.59517)  0.1160
H (-2.21645, 3.03622, -0.73300)  0.0904
H (-1.11100, 4.51430, -0.71254)  0.1054
H (0.82915, 3.20759, -1.18353)  0.1078
H (0.39504, 2.14021, 0.19861)  0.0700
H (-0.12748, 0.39903, -1.39062)  0.0772
H (-1.48857, 1.43703, -1.93844)  0.0807
H (-0.39866, 2.39318, -3.76926)  0.1160
H (1.29490, 2.02731, -3.13191)  0.0985
H (-0.35291, 0.46092, -5.03428)  0.1126
H (-0.38000, -0.49233, -3.49477)  0.0940
H (1.78085, -0.00054, -5.56418)  0.1184
H (2.46550, 0.47361, -3.97864)  0.1093
H (3.10449, -1.80094, -4.38912)  0.1155
H (1.50803, -2.33250, -4.98679)  0.1218
H (0.75696, -2.99736, -2.90893)  0.1362
H (1.06662, -1.39358, -2.16007)  0.1099
H (3.55744, -2.93228, -2.62617)  0.1485
H (0.46886, -4.29125, 0.33677)  0.1347
H (-0.05992, -3.10325, -0.91066)  0.1029
H (-1.04984, -3.35035, 1.77541)  0.1231
H (-0.10848, -1.80023, 1.81008)  0.1081
H (-2.57072, -2.71420, 0.21343)  0.1210
H (-1.51574, -1.57826, -0.70980)  0.0931
H (-1.89091, -0.54527, 1.89075)  0.0973
H (-4.30771, -1.66986, 0.95040)  0.1278
H (-4.07078, -0.36697, 2.16933)  0.1213
H (-3.19818, 0.03576, -1.59596)  0.0865
H (-4.28905, 1.81200, -3.10898)  0.0948
H (-6.20468, 3.20676, -2.25621)  0.0999
H (-7.09700, 2.86823, 0.14363)  0.1105
H (-6.01106, 1.96311, 2.43036)  0.1179
H (1.82777, -3.17476, 2.34388)  0.1736
H (3.70517, -1.19192, 5.17073)  0.0908
H (2.86281, -2.56275, 4.37653)  0.0862
H (4.69490, -2.27145, 4.14390)  0.0609
H (5.70043, -3.59192, 2.80931)  0.0330
H (5.26196, -5.64726, 1.90174)  0.0356

Forces on atoms 1 to 6 (eV/Å):
C 0.3 0.0 -0.4
O 1.1 0.9 -1.0
C -1.7 -0.8 0.0
C 0.8 0.0 -0.1
C 0.5 -0.3 1.1
C -0.8 -0.1 0.2